This record from OMol25 describes a 12-piece molecular cluster, H23O12 overall. The level of theory is ωB97M-V/def2-TZVPD.

Cartesian coordinates (Å):
O1 0.53417 -0.75916 1.95997
H1 -0.90787 2.44778 -1.93521
H2 1.25649 1.96051 0.90461
O2 1.01427 -2.13186 -0.13210
H3 1.56003 -2.82700 0.19771
H4 0.86037 -1.45176 0.80580
O3 1.74367 0.53344 -1.03611
H5 1.32033 1.10206 -1.68534
O4 1.07964 1.69450 1.82666
H6 -0.15949 -1.89277 -1.16951
H7 0.92691 0.77979 2.08817
O5 -1.11972 2.38521 -2.82826
H8 -0.33363 1.15821 3.99966
H9 -2.27467 -2.61363 1.40194
O6 3.88867 1.33608 -2.56932
H10 -4.17616 0.09885 0.99093
H11 -2.76430 -1.00994 -3.49723
O7 -0.72305 -1.45232 -1.82315
H12 -0.23724 -1.64620 -2.54139
H13 3.55703 2.18505 -2.35302
O8 4.16837 1.48948 1.19908
H14 4.27868 1.39148 0.25350
H15 3.25489 1.09095 1.32568
O9 -0.67125 0.22282 4.09849
H16 -0.05496 -0.28690 3.50892
H17 -2.73860 -3.12458 2.80780
O10 -4.70383 0.70649 1.48804
H18 -0.15627 -0.26824 1.51206
H19 -1.85112 -0.15567 -2.73363
O11 -2.58690 -0.03775 -3.44188
H20 -4.22614 0.41967 2.18955
H21 3.01611 0.87043 -2.43580
O12 -2.70535 -3.41213 1.87100
H22 1.26179 -0.41058 -0.91831
H23 -1.33085 1.60769 -3.32930

Summary:
HOMO level, eV: -6.74
Net charge: -1
Frontier orbital gap, eV: 9.3
ΔE to the lowest compared entry with this formula, charge and spin, kcal per mole: 92.0
Spin multiplicity: 1